1.
Density functional theory data (ωB97M-V/def2-TZVPD) for a single C33H60FNO2 molecule at a distorted geometry.

Summary:
E_tot: -43496.5643 eV
HOMO energy: -8.58 eV
LUMO energy: 0.72 eV
strongest force on any atom: 1.3 eV/Å

```
! wB97M-V def2-TZVPD RIJCOSX def2/J DEFGRID3
* xyz 0 1
C -6.0804 5.7922 -6.9129
C -6.4235 4.6195 -7.8352
C -5.8352 3.3062 -7.2831
C -4.4069 3.0208 -7.7934
C -4.0748 1.5147 -7.7855
C -2.7330 1.1765 -7.1054
C -2.7280 -0.2520 -6.5210
C -2.9456 -0.2791 -4.9977
C -2.2412 -1.4696 -4.3515
C -2.5138 -1.5817 -2.8589
C -1.6206 -2.6140 -2.1840
C -1.9628 -2.8407 -0.6874
C -0.7381 -2.6353 0.1882
C -1.0107 -2.6948 1.6932
C 0.2031 -2.1417 2.4578
C 0.3250 -2.6933 3.8692
C 1.5345 -2.1203 4.6641
O 2.1348 -1.0641 3.9329
C 3.5591 -1.0243 4.0005
C 4.1454 -2.1103 3.0726
O 5.1246 -1.6820 2.1472
C 4.6941 -1.0988 0.9860
C 3.3719 -1.0412 0.5522
C 3.0412 -0.4072 -0.6586
C 4.0359 0.1745 -1.4477
C 5.3629 0.0997 -1.0160
C 5.6953 -0.5228 0.1869
C 3.9906 0.3980 3.6958
C 5.4560 0.6827 3.9894
C 6.1337 1.5866 2.9560
F 5.5233 1.3156 5.2288
C 1.0430 -1.6736 6.0555
N 2.0910 -1.4322 7.0437
C 0.0354 -0.5004 5.9470
C 0.2549 0.6924 6.8753
C -1.0416 1.5149 6.8593
C 1.3865 1.6123 6.3420
H -5.0008 5.9131 -6.8898
H -6.5406 6.7216 -7.2353
H -6.4420 5.5577 -5.9162
H -7.5026 4.5221 -7.9277
H -5.9960 4.7964 -8.8181
H -5.7744 3.4042 -6.2004
H -6.4879 2.4658 -7.5043
H -3.7258 3.5196 -7.1074
H -4.2718 3.4667 -8.7749
H -4.0881 1.1052 -8.7908
H -4.8395 1.0162 -7.1929
H -1.9328 1.2940 -7.8339
H -2.5618 1.8925 -6.3066
H -3.5398 -0.8094 -6.9828
H -1.7988 -0.7588 -6.7760
H -2.5760 0.6427 -4.5522
H -4.0203 -0.3366 -4.8269
H -1.1743 -1.3542 -4.5397
H -2.5885 -2.3685 -4.8620
H -3.5633 -1.8270 -2.7051
H -2.2783 -0.6104 -2.4223
H -0.5975 -2.2387 -2.2421
H -1.6208 -3.5536 -2.7336
H -2.7528 -2.1458 -0.4194
H -2.2835 -3.8761 -0.5887
H -0.3579 -1.6280 -0.0109
H 0.0563 -3.3400 -0.0525
H -1.8845 -2.0880 1.9203
H -1.2084 -3.7274 1.9826
H 0.1313 -1.0598 2.4390
H 1.0817 -2.4712 1.9080
H 0.4976 -3.7648 3.7704
H -0.5941 -2.5803 4.4377
H 2.2479 -2.9304 4.8330
H 3.8691 -1.2406 5.0223
H 3.3203 -2.6298 2.5906
H 4.6376 -2.8612 3.6850
H 2.5721 -1.4703 1.1341
H 2.0000 -0.3736 -0.9371
H 3.7617 0.6613 -2.3696
H 6.1368 0.5466 -1.6221
H 6.7207 -0.5827 0.5174
H 3.4070 1.0362 4.3521
H 3.6940 0.6587 2.6838
H 6.0247 -0.2419 4.0330
H 6.2815 2.5778 3.3720
H 5.5329 1.7002 2.0593
H 7.0903 1.1865 2.6372
H 0.4850 -2.5353 6.4249
H 2.6364 -0.6094 6.8353
H 2.6909 -2.2417 7.1124
H -0.9492 -0.9045 6.1820
H -0.0237 -0.1650 4.9139
H 0.4626 0.3717 7.8896
H -1.8946 0.9348 7.2035
H -0.9382 2.4345 7.4263
H -1.2532 1.7781 5.8215
H 2.3247 1.4175 6.8559
H 1.4973 1.4280 5.2801
H 1.1151 2.6483 6.5127
*
```

2.
Density functional theory data (ωB97M-V/def2-TZVPD) for a single C12H17O5P molecule at a distorted geometry.

Summary:
SMILES string: CCCCO[P@](=O)(O)OCC(=O)c1ccccc1
E_tot: -32248.6250 eV
HOMO energy: -9.52 eV
LUMO energy: 0.52 eV
strongest force on any atom: 1.4 eV/Å

```
! wB97M-V def2-TZVPD RIJCOSX def2/J DEFGRID3
* xyz 0 1
C 3.7475 1.1522 0.9993
C 3.6847 1.0743 -0.5357
C 2.6246 0.1336 -1.1139
C 2.6680 -1.2944 -0.6022
O 2.1650 -1.4961 0.7363
P 0.6205 -1.3500 0.9658
O 0.1025 0.0188 1.0287
O 0.4795 -2.1704 2.3091
O -0.1116 -2.2637 -0.1160
C -0.8916 -1.6152 -1.1280
C -2.3619 -1.5367 -0.7197
O -3.0396 -2.5134 -0.7674
C -2.8809 -0.2160 -0.2754
C -2.8976 0.8645 -1.1544
C -3.3690 2.0935 -0.7101
C -3.8076 2.2502 0.6062
C -3.7952 1.1656 1.4752
C -3.3354 -0.0714 1.0345
H 4.6713 0.7219 1.3694
H 2.8899 0.7080 1.4828
H 3.7692 2.1946 1.3034
H 3.4489 2.0688 -0.9061
H 4.6545 0.8363 -0.9629
H 2.8081 0.0585 -2.1859
H 1.6474 0.5953 -1.0024
H 3.7027 -1.6173 -0.5730
H 2.1545 -1.9533 -1.2984
H -0.4513 -2.2446 2.5463
H -0.8432 -2.2380 -2.0163
H -0.4974 -0.6394 -1.3814
H -2.5457 0.7159 -2.1629
H -3.3848 2.9420 -1.3744
H -4.1465 3.2227 0.9223
H -4.1467 1.3054 2.4851
H -3.3329 -0.9022 1.7219
*
```

3.
Density functional theory data (ωB97M-V/def2-TZVPD) for 2 unconnected molecules or ions with the total composition C7H12BrN2 at a distorted geometry.

Summary:
E_tot: -80462.9892 eV
HOMO energy (spin up / spin down): -11.68 / -11.89 eV
LUMO energy (spin up / spin down): -4.40 / -5.10 eV
strongest force on any atom: 6.2 eV/Å

```
! wB97M-V def2-TZVPD RIJCOSX def2/J DEFGRID3
* xyz 1 1
C -3.5404 -1.3749 1.4109
C -2.1204 -1.3568 1.0799
C -4.0932 -0.2103 0.9098
C -1.9716 -0.1963 0.3735
C 2.4755 0.9329 -1.3555
C 1.4716 -0.4370 0.5823
C 0.0907 0.8222 -1.0512
N -3.0990 0.5519 0.3453
N 1.3832 0.7662 -0.3403
Br -0.4424 2.6297 -1.4579
H -3.9194 -1.9608 2.1700
H -1.4148 -1.9570 1.5298
H -5.2039 0.0642 0.7385
H 2.6295 -0.0281 -1.7490
H 1.9394 1.4605 -2.2837
H 3.4433 1.3892 -1.0831
H 0.6670 -0.3714 1.4671
H 1.0617 -1.3893 -0.0114
H 2.4173 -0.6381 0.9567
H 0.2447 0.1178 -1.9583
H -3.1647 1.3504 -0.4005
H 1.4901 1.3717 0.5040
*
```

4.
Density functional theory data (ωB97M-V/def2-TZVPD) for 2 unconnected molecules or ions with the total composition C4H7NO.

Summary:
E_tot: -7792.9836 eV
HOMO energy (spin up / spin down): -7.65 / -7.65 eV
LUMO energy (spin up / spin down): -0.01 / -0.01 eV
strongest force on any atom: 0.4 eV/Å

```
! wB97M-V def2-TZVPD RIJCOSX def2/J DEFGRID3
* xyz 0 1
C -1.4492 0.1415 1.2175
C 0.4830 0.1083 -0.0680
C 1.7351 -0.5964 -0.3801
N 0.4620 -1.3265 -0.3120
C -0.1969 1.1469 -0.7189
O -1.3627 1.4255 -0.3471
H -2.5123 0.2642 1.0411
H -1.1238 -0.8985 1.2455
H -1.0488 0.7895 1.9905
H 2.2040 -0.4684 -1.3572
H 2.4339 -0.8305 0.4222
H 0.1240 -1.5508 -1.2486
H 0.2519 1.7953 -1.4849
*
```

5.
Density functional theory data (ωB97M-V/def2-TZVPD) for a molecular structure, C8H11N2O at a distorted geometry.

Summary:
E_tot: -13491.8549 eV
HOMO energy: -12.45 eV
LUMO energy: -3.78 eV
strongest force on any atom: 5.5 eV/Å

```
! wB97M-V def2-TZVPD RIJCOSX def2/J DEFGRID3
* xyz 1 1
C 2.6530 0.8390 0.9909
C 1.3046 0.7894 0.7626
C 3.5438 -0.0008 0.2825
C 1.8013 -1.0511 -0.7612
C 0.8683 -0.1486 -0.2224
C -2.5460 0.7086 -0.1996
C -0.4873 -0.3889 -0.6445
C -1.9540 -0.3879 0.7515
N 3.0510 -1.0499 -0.3907
N -1.4695 0.5946 -1.2425
O -2.6104 -1.5737 0.6143
H 3.1442 1.5837 1.6489
H 0.6842 1.5646 1.2380
H 4.6431 -0.0569 0.4413
H 1.3764 -1.8475 -1.5260
H -3.4540 0.3426 -0.5574
H -2.7446 1.7683 0.3340
H -0.6835 -1.3943 -1.0620
H -1.4390 -0.1553 1.7204
H -1.8306 0.2876 -2.0983
H -1.0708 1.6284 -1.4482
H -2.7804 -2.0519 1.3686
*
```

6.
Density functional theory data (ωB97M-V/def2-TZVPD) for a molecular structure, C3H3AuO2 at a distorted geometry.

Summary:
E_tot: -10895.7783 eV
⟨S²⟩: 3.755
HOMO energy (spin up / spin down): -25.48 / -28.75 eV
LUMO energy (spin up / spin down): -16.37 / -20.20 eV
strongest force on any atom: 17.6 eV/Å

```
! wB97M-V def2-TZVPD RIJCOSX def2/J DEFGRID3
* xyz 3 4
C 1.3092 0.5824 0.6643
C -0.0042 0.6928 0.4771
H 2.0011 0.4600 -0.1694
H -0.7189 1.0263 1.2306
H 1.7162 0.7803 1.6548
O -0.4951 0.8358 -0.9959
C -1.2390 -0.1697 -0.8592
O -0.9831 -1.3494 -1.0140
Au -1.5862 -2.8584 -0.9883
*
```

7.
Density functional theory data (ωB97M-V/def2-TZVPD) for a molecular structure, C42H47AlClN5O5STe at a distorted geometry.

Summary:
E_tot: -99257.4368 eV
⟨S²⟩: 0.757
HOMO energy (spin up / spin down): -4.99 / -4.98 eV
LUMO energy (spin up / spin down): 2.22 / 1.77 eV
strongest force on any atom: 3.3 eV/Å

```
! wB97M-V def2-TZVPD RIJCOSX def2/J DEFGRID3
* xyz -1 2
Al 0.6748 1.3037 21.3583
N -1.0770 1.2809 22.6386
N -0.8941 1.2796 24.0428
C -0.6867 0.0607 24.6432
N -0.2528 0.1194 25.9133
S -0.9207 -1.3715 23.8288
H -1.6070 2.1614 22.4849
H -1.7221 0.5477 22.4198
H -0.0461 1.8885 24.1756
H 0.0267 1.0315 26.1992
H 0.1355 -0.7087 26.3185
Cl 4.5050 -0.3869 24.9950
C 3.1194 -0.3264 23.8750
C 2.6032 1.0832 23.7248
O 3.0950 2.0418 24.2799
O 1.5604 1.1021 22.9702
H 2.3003 -0.9802 24.2074
H 3.4645 -0.6791 22.8865
C 0.7594 -2.8764 17.9010
C 0.1463 -2.6751 19.1054
C 0.5393 -1.6172 19.9327
C 1.5286 -0.7279 19.5154
C 2.1316 -0.9229 18.2752
C 1.7584 -1.9845 17.4591
N 1.9452 0.3384 20.3203
C 3.3340 0.4450 20.4335
C 3.9095 1.6856 20.7204
C 5.2691 1.8618 20.7676
C 6.1484 0.8122 20.5285
C 5.5961 -0.4361 20.2828
C 4.2328 -0.6233 20.2500
H 0.3849 -3.6250 17.2316
H -0.7212 -3.2720 19.4033
H 0.0377 -1.4844 20.8655
H 2.8982 -0.2081 17.9975
H 2.1860 -2.0698 16.4985
H 3.2563 2.5311 20.8308
H 5.6295 2.8950 21.0057
H 7.2017 0.9439 20.5546
H 6.2677 -1.2429 20.0567
H 3.8822 -1.5930 19.8848
C -5.8619 -3.6915 26.2948
C -5.5837 -2.9398 25.0221
C -5.0663 -3.5917 23.9107
C -4.7399 -2.9723 22.7047
C -4.2915 -3.8223 21.5511
C -4.9060 -1.5655 22.7016
Te -4.0109 -0.4589 21.0680
N -0.7808 1.3140 20.0035
C -1.3936 1.2907 18.8377
O -2.6201 0.9839 18.7427
C -0.5464 1.5988 17.5934
C -1.0410 1.2099 16.3341
C -0.2221 1.3832 15.2002
C 1.0161 2.0121 15.3070
C 1.4429 2.4172 16.5535
C 0.6832 2.2423 17.6900
C -5.7170 0.6551 20.5106
C -6.9115 0.0140 20.1222
C -7.1761 -1.4642 20.1873
C -7.9191 0.8150 19.6165
C -7.8396 2.2237 19.5184
C -8.9267 3.0302 18.8589
C -6.6565 2.8129 19.9709
C -5.6044 2.0432 20.4070
C -4.3879 2.7876 20.9053
C -5.4579 -0.8604 23.7915
C -5.5714 0.6241 23.8769
C -5.8398 -1.5783 24.9263
H -6.8695 -4.0565 26.3091
H -5.7718 -3.0237 27.1829
H -5.1915 -4.5232 26.4588
H -4.8940 -4.6908 23.9568
H -4.3566 -4.8578 21.9286
H -3.2905 -3.5637 21.2036
H -4.9472 -3.7334 20.6641
H -1.9963 0.7130 16.2750
H -0.5100 1.0330 14.2174
H 1.6860 2.1249 14.4509
H 2.4083 2.8774 16.6856
H 1.0243 2.4915 18.7023
H -6.5427 -1.9888 19.4935
H -8.1944 -1.7109 19.9110
H -6.9449 -1.8352 21.2421
H -8.8372 0.3951 19.2066
H -9.7706 3.2153 19.5481
H -9.3739 2.5420 18.0273
H -8.5485 4.0301 18.5470
H -6.5333 3.8789 19.9241
H -4.6318 3.8515 20.9558
H -3.5267 2.6037 20.2621
H -4.0830 2.4803 21.8919
H -4.6063 1.0716 23.7405
H -5.9399 0.9030 24.8381
H -6.2482 1.0473 23.1160
H -6.3025 -1.0137 25.7572
C 1.3692 5.5812 21.1158
O 0.3294 5.2110 21.9311
C 0.0980 3.8830 22.0674
O 0.7942 3.1444 21.2737
H 1.1541 6.4841 20.5594
H 1.5921 4.8287 20.3318
H 2.3348 5.7119 21.6693
*
```

8.
Density functional theory data (ωB97M-V/def2-TZVPD) for a single C16H17ClN2O5 molecule.

Summary:
SMILES string: CCOC(=O)C1=C(COC(=O)c2cccc(Cl)c2)NC(=O)N[C@H]1C
E_tot: -42609.8473 eV
HOMO energy: -8.91 eV
LUMO energy: 0.00 eV
strongest force on any atom: 0.6 eV/Å

```
! wB97M-V def2-TZVPD RIJCOSX def2/J DEFGRID3
* xyz 0 1
C -2.8312 -1.8047 -3.3408
C -3.8096 -1.0145 -2.4841
O -3.1833 -0.5235 -1.2961
C -3.1125 -1.3760 -0.2563
O -3.6019 -2.4828 -0.2896
C -2.4318 -0.8486 0.9318
C -1.6416 0.2434 1.0387
C -1.2746 1.2022 -0.0648
O 0.0871 1.0248 -0.4680
C 1.0229 1.7252 0.1820
O 0.7765 2.4609 1.1104
C 2.3830 1.5078 -0.3615
C 3.4495 2.1651 0.2478
C 4.7335 1.9841 -0.2308
C 4.9649 1.1521 -1.3135
C 3.8967 0.4997 -1.9140
Cl 4.1843 -0.5386 -3.2639
C 2.6045 0.6675 -1.4491
N -1.0441 0.5350 2.2393
C -0.8566 -0.4018 3.2543
O -0.0919 -0.1939 4.1670
N -1.5474 -1.5490 3.0767
C -2.6798 -1.6702 2.1819
C -3.9802 -1.2219 2.8625
H -3.3185 -2.1101 -4.2622
H -2.5039 -2.6918 -2.8045
H -1.9628 -1.1960 -3.5818
H -4.6598 -1.6433 -2.2019
H -4.1619 -0.1220 -3.0057
H -1.4086 2.2307 0.2929
H -1.8725 1.0245 -0.9551
H 3.2500 2.8078 1.0911
H 5.5623 2.4908 0.2390
H 5.9643 1.0059 -1.6923
H 1.7793 0.1570 -1.9181
H -0.4502 1.3580 2.2945
H -1.4710 -2.2227 3.8231
H -2.7766 -2.7222 1.8915
H -4.8154 -1.3669 2.1836
H -4.1548 -1.8072 3.7623
H -3.9200 -0.1701 3.1334
*
```